Entry 1:
# C35H43ClP2ReSi2

A structure of composition C35H43ClP2ReSi2 (ωB97M-V/def2-TZVPD, the Open Molecules 2025 dataset).

Geometry as XYZ:
```
84
Properties=species:S:1:pos:R:3
C -2.235 -0.366 3.480
C -2.755 0.068 2.206
C -2.598 -1.011 1.286
H -3.225 1.010 2.011
C -2.030 -2.125 1.991
C -1.814 -1.726 3.342
H -1.430 -2.352 4.129
H -2.267 0.192 4.402
H -2.947 -1.019 0.262
H -1.847 -3.119 1.621
Re -0.735 -0.467 2.069
Si -1.047 -1.048 -2.328
C -0.788 0.456 -3.546
C 0.334 0.553 -4.396
H 1.122 -0.222 -4.382
C 0.513 1.650 -5.250
H 1.443 1.754 -5.820
C -0.475 2.631 -5.331
H -0.310 3.510 -5.955
C -1.636 2.503 -4.574
H -2.411 3.274 -4.642
C -1.774 1.441 -3.670
H -2.657 1.403 -3.028
C -0.726 -2.333 -3.724
C -1.383 -2.166 -4.961
H -2.191 -1.435 -5.057
C -0.950 -2.835 -6.110
H -1.446 -2.652 -7.065
C 0.141 -3.714 -6.030
H 0.517 -4.191 -6.936
C 0.753 -3.951 -4.804
H 1.591 -4.652 -4.725
C 0.322 -3.262 -3.658
H 0.860 -3.413 -2.719
H -2.475 -1.072 -1.946
Si 2.291 0.348 -1.840
C 1.619 -1.309 -1.289
C 0.157 -1.493 -0.912
H -0.005 -0.863 0.011
C -0.234 -2.861 -0.542
H -1.318 -3.087 -0.485
C 0.694 -3.806 -0.199
H 0.375 -4.734 0.278
C 2.060 -3.565 -0.419
H 2.796 -4.330 -0.147
C 2.493 -2.333 -0.915
H 3.578 -2.145 -0.957
C 1.111 1.764 -1.442
C -0.053 1.768 -0.647
H -0.274 0.948 0.055
C -0.979 2.808 -0.686
H -1.916 2.705 -0.129
C -0.698 3.961 -1.420
H -1.412 4.794 -1.429
C 0.511 4.038 -2.126
H 0.749 4.939 -2.704
C 1.406 2.969 -2.126
H 2.328 3.044 -2.703
H 3.578 0.619 -1.291
Cl 1.626 -0.010 1.612
C 0.885 3.279 2.302
P -0.102 2.053 3.208
C -1.630 2.948 3.611
C 0.818 2.071 4.843
C 0.685 0.786 5.651
P 0.880 -0.744 4.585
C 0.479 -2.020 5.821
C 2.702 -0.894 4.543
H 1.950 3.101 2.480
H 0.612 4.278 2.669
H 0.704 3.200 1.226
H -2.193 2.414 4.386
H -1.355 3.948 3.964
H -2.233 3.042 2.700
H 1.876 2.295 4.619
H 0.409 2.928 5.403
H 1.470 0.726 6.418
H -0.291 0.721 6.155
H -0.377 -1.704 6.429
H 0.229 -2.933 5.271
H 1.367 -2.191 6.445
H 3.068 -1.130 5.552
H 2.954 -1.689 3.833
H 3.167 0.032 4.195
```

Computed properties:
<S²>: 3.80
LUMO energy (spin up / spin down) (Ha): -0.2638 / -0.2800
HOMO level (spin up / spin down) (eV): -12.65 / -13.05
F_max (eV Å⁻¹): 9.2
Net charge: +2
Spin multiplicity: 4
Energy relative to the best compared isomer or geometry (same formula, charge and spin) (kcal/mol): 73.25

***

Entry 2:
# C54H48AuGeN2OP

A structure of composition C54H48AuGeN2OP (ωB97M-V/def2-TZVPD, the Open Molecules 2025 dataset).

Geometry as XYZ:
```
108
Properties=species:S:1:pos:R:3
Au -0.010 -0.402 0.145
O -0.267 3.097 -1.022
C 0.250 3.067 -0.062
C 0.948 3.338 1.111
C 0.776 4.652 1.610
C 1.456 5.036 2.732
C 2.306 4.133 3.367
C 2.457 2.840 2.880
C 1.788 2.414 1.744
P 1.967 0.718 1.094
C 3.446 0.794 0.038
C 4.105 1.979 -0.290
C 5.259 1.943 -1.068
C 5.761 0.729 -1.509
C 5.093 -0.452 -1.200
C 3.933 -0.423 -0.443
C 2.506 -0.174 2.581
C 3.846 -0.404 2.901
C 4.176 -1.020 4.101
C 3.177 -1.402 4.990
C 1.841 -1.198 4.663
C 1.507 -0.592 3.461
H 0.095 5.326 1.105
H 1.324 6.038 3.124
H 2.858 4.445 4.247
H 3.109 2.141 3.389
H 3.728 2.930 0.071
H 5.772 2.866 -1.315
H 6.671 0.703 -2.097
H 5.487 -1.401 -1.549
H 3.394 -1.338 -0.220
H 4.633 -0.110 2.216
H 5.218 -1.199 4.345
H 3.441 -1.860 5.937
H 1.059 -1.518 5.344
H 0.471 -0.443 3.190
C 0.681 2.432 -4.876
C 0.137 1.002 -4.752
C 0.983 0.029 -5.589
C -1.338 0.941 -5.178
C 0.227 0.588 -3.334
N 0.283 0.272 -2.230
H 0.624 2.748 -5.920
H 1.723 2.482 -4.555
H 0.094 3.127 -4.272
H 0.928 0.319 -6.640
H 0.612 -0.993 -5.493
H 2.028 0.049 -5.275
H -1.420 1.233 -6.226
H -1.949 1.617 -4.577
H -1.731 -0.072 -5.068
N 1.011 -2.265 -0.476
C 0.560 -3.265 -1.101
C -0.890 -3.511 -1.428
C -1.738 -4.046 -0.467
C -3.061 -4.319 -0.788
C -3.535 -4.059 -2.065
C -2.678 -3.539 -3.029
C -1.356 -3.268 -2.714
C 1.539 -4.311 -1.580
C 2.761 -3.904 -2.117
C 3.661 -4.849 -2.592
C 3.354 -6.200 -2.512
C 2.146 -6.607 -1.958
C 1.233 -5.666 -1.502
H -1.359 -4.260 0.526
H -3.720 -4.749 -0.041
H -4.571 -4.260 -2.309
H -3.046 -3.360 -4.034
H -0.672 -2.899 -3.472
H 2.989 -2.844 -2.163
H 4.604 -4.530 -3.021
H 4.055 -6.938 -2.880
H 1.912 -7.662 -1.882
H 0.290 -5.987 -1.075
C -2.438 -1.915 2.461
Ge -2.107 -0.229 1.482
C -3.664 -0.001 0.288
C -4.960 -0.206 0.777
C -6.065 -0.100 -0.063
C -5.889 0.222 -1.404
C -4.609 0.432 -1.900
C -3.505 0.313 -1.059
C -2.103 1.168 2.884
C -1.705 0.828 4.153
C -1.584 1.794 5.185
C -1.889 3.102 4.941
C -2.361 3.499 3.664
C -2.779 4.835 3.411
C -3.285 5.198 2.191
C -3.379 4.239 1.156
C -2.976 2.947 1.370
C -2.458 2.530 2.629
H -3.048 -1.763 3.358
H -1.501 -2.396 2.747
H -2.984 -2.586 1.793
H -5.109 -0.447 1.825
H -7.064 -0.263 0.330
H -6.750 0.309 -2.059
H -4.470 0.678 -2.951
H -2.504 0.460 -1.457
H -1.466 -0.206 4.386
H -1.254 1.484 6.170
H -1.799 3.851 5.722
H -2.729 5.556 4.222
H -3.639 6.209 2.024
H -3.793 4.528 0.192
H -3.090 2.208 0.585
```

Computed properties:
<S²>: 0.77
LUMO energy (spin up / spin down) (Ha): -0.1567 / -0.1567
HOMO level (spin up / spin down) (eV): -9.02 / -9.08
F_max (eV Å⁻¹): 4.7
Net charge: +1
Spin multiplicity: 2
Energy relative to the best compared isomer or geometry (same formula, charge and spin) (kcal/mol): 30.42